(1)
{
  "formula": "C44H66N2O5PSSeSiTa",
  "method": "ωB97M-V/def2-TZVPD",
  "species": ["Ta", "C", "C", "C", "C", "C", "C", "C", "Se", "C", "C", "C", "C", "C", "C", "O", "C", "C", "C", "C", "C", "C", "C", "C", "C", "O", "C", "C", "C", "C", "C", "C", "H", "H", "H", "H", "H", "H", "H", "H", "H", "H", "H", "H", "H", "H", "H", "H", "H", "H", "H", "H", "H", "H", "H", "H", "H", "H", "H", "H", "H", "H", "H", "H", "H", "H", "H", "H", "H", "H", "H", "H", "C", "Si", "C", "C", "C", "C", "C", "C", "N", "C", "S", "H", "H", "H", "H", "H", "H", "H", "H", "H", "H", "H", "H", "C", "O", "P", "O", "C", "O", "C", "H", "H", "H", "H", "H", "H", "H", "H", "H", "C", "C", "C", "N", "C", "C", "H", "H", "H", "H", "H"],
  "xyz": [[0.169, 1.453, 0.210], [-2.372, -2.736, -6.123], [-2.239, -3.253, -4.684], [-1.416, -4.549, -4.674], [-3.634, -3.557, -4.141], [-1.518, -2.207, -3.839], [-2.076, -1.626, -2.710], [-1.336, -0.709, -1.989], [-2.075, -0.085, -0.365], [-1.390, -1.542, 0.690], [-2.011, -2.776, 0.721], [-1.472, -3.777, 1.524], [-0.339, -3.475, 2.284], [0.306, -2.238, 2.288], [-0.267, -1.288, 1.451], [0.249, -0.008, 1.339], [1.542, -1.943, 3.137], [2.722, -1.561, 2.230], [1.233, -0.798, 4.114], [1.961, -3.165, 3.956], [-2.077, -5.178, 1.602], [-3.310, -5.317, 0.711], [-1.027, -6.200, 1.144], [-2.483, -5.473, 3.053], [-0.047, -0.299, -2.343], [0.502, 0.707, -1.506], [0.546, -0.860, -3.484], [-0.238, -1.801, -4.170], [1.920, -0.620, -4.112], [2.743, 0.382, -3.345], [1.740, -0.090, -5.543], [2.700, -1.945, -4.143], [-2.904, -3.467, -6.733], [-2.930, -1.799, -6.154], [-1.399, -2.568, -6.586], [-1.940, -5.326, -5.232], [-0.438, -4.413, -5.138], [-1.261, -4.909, -3.655], [-4.116, -4.299, -4.777], [-3.598, -3.969, -3.130], [-4.273, -2.671, -4.135], [-3.072, -1.887, -2.383], [-2.899, -2.953, 0.130], [0.066, -4.255, 2.912], [2.545, -0.633, 1.684], [3.616, -1.417, 2.839], [2.932, -2.353, 1.509], [0.956, 0.126, 3.605], [0.423, -1.079, 4.791], [2.115, -0.590, 4.722], [2.220, -4.014, 3.322], [2.844, -2.912, 4.541], [1.183, -3.476, 4.655], [-3.076, -5.130, -0.340], [-3.694, -6.334, 0.782], [-4.115, -4.644, 1.016], [-0.711, -6.005, 0.117], [-0.141, -6.185, 1.779], [-1.447, -7.205, 1.185], [-3.209, -4.743, 3.414], [-2.939, -6.461, 3.117], [-1.625, -5.462, 3.726], [0.208, -2.242, -5.050], [2.247, 1.353, -3.329], [2.911, 0.040, -2.323], [3.716, 0.505, -3.825], [1.200, 0.859, -5.544], [2.718, 0.076, -5.998], [1.196, -0.785, -6.181], [2.834, -2.343, -3.135], [2.206, -2.708, -4.742], [3.687, -1.776, -4.576], [5.127, 4.633, 3.695], [3.620, 5.260, 2.803], [2.155, 5.324, 3.949], [3.922, 6.940, 2.060], [3.378, 4.083, 1.308], [4.408, 4.067, 0.364], [4.351, 3.256, -0.759], [3.250, 2.453, -0.944], [2.236, 2.427, -0.066], [2.326, 3.223, 1.023], [0.914, 2.968, 2.007], [5.429, 5.340, 4.470], [5.977, 4.504, 3.023], [4.934, 3.673, 4.177], [2.392, 6.030, 4.749], [1.936, 4.361, 4.409], [1.251, 5.678, 3.450], [4.163, 7.658, 2.847], [3.040, 7.309, 1.533], [4.757, 6.943, 1.357], [5.277, 4.698, 0.507], [5.149, 3.238, -1.487], [3.172, 1.819, -1.800], [-3.065, 3.484, 4.675], [-3.204, 2.545, 3.581], [-1.890, 1.871, 2.956], [-1.875, 2.478, 1.375], [-3.166, 2.690, 0.728], [-2.548, 0.458, 2.506], [-2.988, -0.457, 3.528], [-4.072, 3.725, 4.998], [-2.560, 4.390, 4.341], [-2.513, 3.029, 5.495], [-3.459, 3.722, 0.901], [-3.910, 2.011, 1.136], [-3.048, 2.515, -0.337], [-3.312, -1.359, 3.017], [-3.817, -0.025, 4.086], [-2.164, -0.701, 4.201], [-1.859, 5.255, -2.435], [-1.664, 4.004, -2.997], [-1.046, 3.023, -2.249], [-0.621, 3.227, -0.983], [-0.814, 4.450, -0.447], [-1.417, 5.478, -1.140], [-2.343, 6.043, -2.996], [-1.980, 3.782, -4.006], [-0.874, 2.045, -2.670], [-0.461, 4.582, 0.565], [-1.536, 6.440, -0.663]],
  "lowdin_charge": [1.670, -0.031, -0.551, -0.030, -0.055, -0.139, -0.040, -0.403, 1.284, -0.363, -0.026, -0.136, 0.058, -0.071, -0.286, -0.341, -0.526, -0.026, -0.026, -0.052, -0.554, -0.057, -0.031, -0.032, -0.242, -0.349, -0.060, 0.034, -0.541, -0.082, -0.024, -0.024, 0.095, 0.094, 0.081, 0.095, 0.082, 0.090, 0.095, 0.081, 0.092, 0.103, 0.107, 0.104, 0.063, 0.095, 0.098, 0.052, 0.090, 0.096, 0.095, 0.095, 0.094, 0.081, 0.096, 0.091, 0.092, 0.082, 0.095, 0.091, 0.095, 0.082, 0.106, 0.082, 0.086, 0.108, 0.093, 0.097, 0.083, 0.097, 0.082, 0.097, -0.162, 0.516, -0.203, -0.165, -0.206, -0.038, -0.014, -0.084, -0.095, -0.672, 0.682, 0.045, 0.036, 0.041, 0.046, 0.018, 0.023, 0.046, 0.039, 0.034, 0.117, 0.123, 0.056, -0.079, -0.333, 0.840, -0.577, -0.119, -0.420, -0.065, 0.095, 0.086, 0.087, 0.104, 0.088, 0.049, 0.090, 0.093, 0.087, -0.008, -0.011, -0.098, -0.084, -0.132, -0.012, 0.129, 0.126, 0.103, 0.072, 0.126],
  "e_homo_ha": -0.493,
  "relative_energy_ev": 1.410,
  "gap_ev": 7.13,
  "charge": 2
}


(2)
{
  "formula": "C44H66NOP3SSiV",
  "method": "ωB97M-V/def2-TZVPD",
  "species": ["V", "C", "C", "C", "P", "C", "C", "C", "C", "C", "C", "C", "C", "C", "Si", "C", "C", "C", "C", "C", "C", "P", "C", "C", "C", "C", "C", "C", "C", "C", "C", "C", "C", "C", "P", "C", "C", "C", "C", "C", "C", "H", "H", "H", "H", "H", "H", "H", "H", "H", "H", "H", "H", "H", "H", "H", "H", "H", "H", "H", "H", "H", "H", "H", "H", "H", "H", "H", "H", "H", "H", "H", "H", "H", "H", "H", "H", "H", "H", "H", "H", "H", "H", "H", "H", "H", "H", "H", "H", "H", "H", "H", "H", "H", "H", "C", "C", "C", "O", "H", "H", "H", "H", "H", "H", "H", "S", "C", "N", "C", "C", "C", "C", "H", "H", "H", "H", "H"],
  "xyz": [[-0.702, -0.511, 0.042], [-1.679, 1.378, 3.927], [-1.231, -0.080, 3.895], [-2.443, -1.015, 3.896], [-0.086, -0.460, 2.465], [0.755, -2.034, 3.077], [0.329, -3.213, 2.196], [0.574, -2.402, 4.550], [1.225, 0.807, 2.665], [2.001, 0.845, 3.821], [3.034, 1.760, 3.944], [3.311, 2.633, 2.901], [2.533, 2.606, 1.754], [1.468, 1.715, 1.623], [0.273, 1.688, 0.132], [0.928, 2.836, -1.244], [1.141, 4.194, -1.013], [1.651, 5.026, -1.998], [1.983, 4.495, -3.234], [1.780, 3.146, -3.486], [1.241, 2.309, -2.512], [0.859, 0.525, -2.760], [2.470, -0.365, -2.302], [3.520, 0.559, -1.686], [3.113, -1.222, -3.392], [0.594, 0.222, -4.599], [1.552, 0.724, -5.684], [-0.837, 0.648, -4.945], [-1.248, 2.639, 0.872], [-1.083, 3.799, 1.629], [-2.166, 4.548, 2.062], [-3.455, 4.132, 1.760], [-3.654, 2.954, 1.059], [-2.562, 2.202, 0.621], [-2.742, 0.654, -0.329], [-3.339, 1.233, -2.003], [-2.452, 2.396, -2.451], [-4.811, 1.631, -2.091], [-4.089, -0.430, 0.382], [-4.378, -1.516, -0.664], [-5.361, 0.172, 0.969], [-2.240, 1.570, 4.845], [-2.329, 1.606, 3.083], [-0.830, 2.060, 3.900], [-0.628, -0.266, 4.785], [-3.184, -0.661, 3.179], [-2.914, -1.023, 4.880], [-2.183, -2.043, 3.638], [1.812, -1.839, 2.901], [-0.746, -3.395, 2.277], [0.851, -4.122, 2.504], [0.581, -3.012, 1.157], [-0.463, -2.615, 4.804], [0.945, -1.636, 5.229], [1.151, -3.309, 4.743], [1.815, 0.154, 4.634], [3.628, 1.787, 4.849], [4.132, 3.334, 2.985], [2.757, 3.287, 0.940], [0.895, 4.622, -0.050], [1.791, 6.081, -1.799], [2.406, 5.127, -4.004], [2.066, 2.752, -4.447], [2.133, -1.041, -1.512], [3.884, 1.285, -2.414], [4.366, -0.044, -1.347], [3.134, 1.095, -0.818], [3.678, -0.607, -4.092], [2.393, -1.815, -3.956], [3.815, -1.915, -2.923], [0.618, -0.871, -4.628], [1.299, 1.739, -5.988], [1.440, 0.092, -6.568], [2.598, 0.696, -5.388], [-0.924, 1.736, -4.931], [-1.553, 0.233, -4.233], [-1.104, 0.298, -5.944], [-0.083, 4.113, 1.909], [-2.009, 5.456, 2.630], [-4.309, 4.716, 2.080], [-4.665, 2.631, 0.858], [-3.165, 0.383, -2.672], [-2.591, 3.261, -1.803], [-2.711, 2.689, -3.469], [-1.399, 2.118, -2.430], [-5.050, 2.433, -1.392], [-5.484, 0.795, -1.917], [-5.007, 2.005, -3.097], [-3.564, -0.925, 1.205], [-4.985, -1.140, -1.486], [-4.916, -2.346, -0.206], [-3.446, -1.904, -1.081], [-5.924, 0.763, 0.249], [-5.143, 0.793, 1.838], [-6.007, -0.643, 1.302], [-0.990, -4.211, -0.877], [-0.267, -3.043, -1.561], [-0.793, -2.817, -2.983], [-0.418, -1.858, -0.811], [-1.111, -5.040, -1.572], [-1.975, -3.883, -0.545], [-0.435, -4.570, -0.011], [0.803, -3.274, -1.611], [-1.740, -2.274, -2.930], [-0.959, -3.767, -3.488], [-0.090, -2.228, -3.568], [3.415, -1.644, 0.561], [4.057, -3.008, 1.278], [4.930, -2.866, 2.326], [5.487, -3.896, 3.009], [5.196, -5.177, 2.674], [4.318, -5.401, 1.587], [3.771, -4.352, 0.909], [5.159, -1.911, 2.568], [6.159, -3.634, 3.813], [5.638, -6.000, 3.215], [4.087, -6.417, 1.295], [3.111, -4.498, 0.067]],
  "mulliken_spin": [1.572, 0.007, 0.001, 0.035, 0.160, -0.080, 0.027, -0.003, 0.024, -0.009, -0.001, 0.002, 0.001, 0.028, -0.239, -0.004, -0.001, -0.001, 0.000, -0.001, 0.014, 0.028, 0.017, -0.002, -0.002, -0.005, 0.001, 0.000, -0.011, 0.007, 0.001, 0.000, -0.007, 0.045, -0.044, -0.024, 0.018, 0.000, 0.002, 0.001, 0.004, 0.000, 0.000, -0.001, -0.008, 0.002, -0.001, -0.002, 0.005, 0.011, -0.001, 0.000, 0.000, 0.000, 0.000, 0.000, 0.000, 0.000, 0.000, 0.000, 0.000, 0.000, 0.000, 0.002, 0.000, 0.001, 0.005, 0.001, 0.000, 0.000, -0.001, 0.000, 0.000, 0.000, 0.000, -0.002, 0.000, 0.000, 0.000, 0.000, 0.000, 0.003, 0.002, 0.000, 0.013, 0.000, -0.001, 0.000, -0.015, 0.000, 0.001, 0.009, 0.001, 0.001, -0.001, -0.010, 0.038, -0.002, 0.376, 0.000, -0.002, 0.002, 0.000, -0.002, 0.000, 0.006, 0.013, 0.001, 0.001, 0.000, 0.000, 0.000, 0.000, 0.000, 0.000, 0.000, 0.000, 0.000],
  "e_homo_ha": [-0.355, -0.350],
  "multiplicity": 3,
  "gap_ev": [6.91, 7.15],
  "charge": 1
}